{"formula": "C5H8N2", "method": "wB97M-V/def2-TZVPD", "total_energy_ha": -304.80110, "smiles": "Cn1ccc(N)c1", "relative_energy_ev": 0.936, "homo_lumo_gap_ev": 8.56, "spin_multiplicity": 1, "lumo_ev": 1.05, "symbols": ["C", "N", "C", "C", "C", "N", "C", "H", "H", "H", "H", "H", "H", "H", "H"], "positions_angstrom": [[-1.9080, 0.9669, -1.1064], [-0.6753, 0.4607, -0.4679], [-0.6794, 0.4376, 0.8902], [0.4599, -0.1352, 1.3627], [1.2185, -0.5765, 0.2497], [2.3229, -1.4418, 0.4600], [0.5228, -0.1818, -0.8865], [-2.6690, 1.0301, -0.3156], [-1.8530, 1.9768, -1.5393], [-2.3217, 0.2894, -1.8553], [-1.5491, 0.7641, 1.4383], [0.7110, -0.2812, 2.4013], [2.5623, -1.4766, 1.4443], [3.1737, -1.3124, -0.0681], [0.6454, -0.5137, -1.9081]]}

{"formula": "C5H8N2", "method": "wB97M-V/def2-TZVPD", "total_energy_ha": -304.78856, "smiles": "N#C[C@H](N)C1CC1", "relative_energy_ev": 1.277, "homo_lumo_gap_ev": 11.31, "spin_multiplicity": 1, "lumo_ev": 0.94, "symbols": ["N", "C", "C", "N", "C", "C", "C", "H", "H", "H", "H", "H", "H", "H", "H"], "positions_angstrom": [[1.3421, 2.6102, 0.7933], [1.1154, 1.4876, 0.6252], [0.8479, 0.0415, 0.3877], [1.9968, -0.6727, -0.1499], [-0.3577, -0.1027, -0.5240], [-1.6880, 0.4124, -0.0627], [-1.4558, -1.0668, -0.1860], [0.6071, -0.3981, 1.3639], [2.7871, -0.5998, 0.4841], [2.2862, -0.2442, -1.0252], [-0.1194, 0.0263, -1.5783], [-1.7398, 0.8429, 0.9348], [-2.3224, 0.9066, -0.7918], [-1.9381, -1.5980, -1.0010], [-1.3613, -1.6452, 0.7296]]}

{"formula": "C5H8N2", "method": "wB97M-V/def2-TZVPD", "total_energy_ha": -304.67172, "relative_energy_ev": 4.457, "homo_lumo_gap_ev": 8.72, "spin_multiplicity": 1, "lumo_ev": 0.89, "symbols": ["C", "C", "C", "N", "C", "N", "C", "H", "H", "H", "H", "H", "H", "H", "H"], "positions_angstrom": [[-2.4015, -0.1679, -0.0072], [-0.7902, 0.4215, -0.0576], [-1.5816, 1.3096, -0.6244], [1.8394, 1.2425, -0.3614], [1.6020, 0.0439, 0.0234], [2.5568, -0.9425, 0.2793], [0.2207, -0.3822, 0.2928], [-2.5081, -0.9106, -0.7933], [-2.2768, -0.6263, 0.9812], [-3.3108, 0.4350, 0.0614], [-1.9327, 2.1752, -0.0631], [2.8341, 1.3817, -0.5414], [2.2548, -1.8952, 0.1278], [3.4709, -0.7620, -0.1136], [0.0230, -1.3227, 0.7961]]}

{"formula": "C5H8N2", "method": "wB97M-V/def2-TZVPD", "total_energy_ha": -304.70792, "relative_energy_ev": 3.471, "homo_lumo_gap_ev": 8.25, "spin_multiplicity": 1, "lumo_ev": 0.04, "symbols": ["C", "C", "C", "C", "N", "C", "N", "H", "H", "H", "H", "H", "H", "H", "H"], "positions_angstrom": [[2.1883, -0.5693, 0.1973], [0.8950, -0.4167, 0.4871], [-0.2882, -1.0399, -0.0779], [-1.3186, -0.1901, 0.1539], [-2.6322, -0.2673, -0.2312], [-0.8847, 0.9984, 0.9745], [0.3911, 0.7120, 1.2004], [2.9534, 0.0874, 0.6010], [2.5058, -1.3323, -0.5015], [1.0279, 1.2424, -1.3861], [-0.2757, -1.9762, -0.6200], [-3.1309, 0.6097, -0.1857], [-2.8512, -0.8227, -1.0440], [0.3975, 1.6023, -1.2178], [1.0225, 1.3622, 1.6499]]}

{"formula": "C5H8N2", "method": "wB97M-V/def2-TZVPD", "total_energy_ha": -304.61486, "relative_energy_ev": 6.004, "homo_lumo_gap_ev": 8.44, "spin_multiplicity": 1, "lumo_ev": 1.02, "symbols": ["C", "C", "C", "N", "C", "N", "C", "H", "H", "H", "H", "H", "H", "H", "H"], "positions_angstrom": [[0.4299, -1.7092, -1.9136], [0.0816, -0.4029, -0.8172], [0.0650, -0.6484, 0.4886], [-0.0107, 0.4070, 1.4287], [-0.7113, 1.5356, 1.2024], [-0.5077, 2.4414, 2.1727], [0.2265, 0.0411, -2.0628], [0.0562, -1.8234, -2.9337], [1.4855, -1.9603, -1.8546], [-0.1835, -2.4041, -1.3185], [0.0507, -1.6622, 0.8745], [0.6065, 0.3065, 2.2368], [-1.0012, 3.3172, 2.1343], [0.1099, 2.3156, 2.9745], [-0.6973, 0.2461, -2.6122]]}

{"formula": "C5H8N2", "method": "wB97M-V/def2-TZVPD", "total_energy_ha": -304.71380, "relative_energy_ev": 3.312, "homo_lumo_gap_ev": 9.74, "spin_multiplicity": 1, "lumo_ev": 1.03, "symbols": ["C", "C", "C", "C", "C", "H", "H", "H", "H", "H", "H", "H", "H", "N", "N"], "positions_angstrom": [[1.0019, 0.9728, 0.7068], [0.9235, 1.1577, -0.8884], [0.1136, -0.1680, -0.7398], [-1.4804, -1.5960, -0.3344], [-0.3095, 0.1388, 0.6239], [1.0050, 1.9319, 1.1926], [1.9181, 0.4093, 1.0210], [0.4614, 2.0553, -1.0733], [1.8598, 0.9996, -1.4180], [1.0610, -0.7997, -0.5336], [-2.2659, -2.4195, -0.3729], [-1.2770, -1.4259, 1.7481], [-1.1187, 0.9319, 0.6153], [-0.9906, -0.9551, -1.3826], [-0.9021, -1.2331, 0.8352]]}

{"formula": "C5H8N2", "method": "wB97M-V/def2-TZVPD", "total_energy_ha": -304.73907, "smiles": "[H]/N=C1/CC(C)=CN1", "relative_energy_ev": 2.624, "homo_lumo_gap_ev": 8.86, "spin_multiplicity": 1, "lumo_ev": 0.94, "symbols": ["H", "N", "C", "C", "C", "C", "C", "N", "H", "H", "H", "H", "H", "H", "H"], "positions_angstrom": [[-0.0717, 1.5647, -3.1283], [0.3503, 1.5078, -2.2089], [-0.0883, 0.6055, -1.3791], [0.8766, 0.2732, -0.3252], [0.0335, -0.3287, 0.7610], [0.5583, -0.8570, 2.0596], [-1.2224, -0.4318, 0.2761], [-1.3074, 0.0552, -1.0617], [1.3498, 1.3909, -0.8156], [1.7090, -0.3644, -0.6451], [1.3201, -1.6335, 1.8959], [1.0382, -0.0634, 2.6469], [-0.2393, -1.2977, 2.6690], [-2.1087, -0.8636, 0.7387], [-2.1683, 0.4118, -1.4488]]}

{"formula": "C5H8N2", "method": "wB97M-V/def2-TZVPD", "total_energy_ha": -304.71610, "relative_energy_ev": 3.249, "homo_lumo_gap_ev": 8.06, "spin_multiplicity": 1, "lumo_ev": 0.39, "symbols": ["C", "N", "C", "N", "C", "C", "C", "H", "H", "H", "H", "H", "H", "H", "H"], "positions_angstrom": [[0.2572, 0.7448, -1.7182], [0.3857, 0.4579, -0.3051], [0.7267, 1.3015, 0.6570], [0.9629, 0.7678, 1.8528], [0.8439, -0.5980, 1.7585], [-1.1625, -1.1921, 0.7800], [0.2932, -0.8432, 0.3629], [-0.7593, 0.5461, -2.0715], [0.4980, 1.7966, -1.8982], [0.9577, 0.1380, -2.3043], [0.7947, 2.3697, 0.4505], [-1.4507, -0.6572, 1.6939], [-1.8628, -0.9376, -0.0173], [-1.2185, -2.2585, 1.0090], [0.7339, -1.6356, -0.2500]]}

{"formula": "C5H8N2", "method": "wB97M-V/def2-TZVPD", "total_energy_ha": -304.77146, "smiles": "[H]/N=C(/C=C)C(=C)N", "relative_energy_ev": 1.742, "homo_lumo_gap_ev": 9.10, "spin_multiplicity": 1, "lumo_ev": 0.59, "symbols": ["H", "N", "C", "C", "C", "C", "C", "N", "H", "H", "H", "H", "H", "H", "H"], "positions_angstrom": [[-2.2306, -0.8306, -0.7960], [-2.1408, -0.3904, 0.1259], [-0.9222, 0.0037, 0.2978], [-0.4854, 0.7180, 1.5094], [0.8202, 0.9416, 1.7604], [0.1878, -0.3117, -0.7050], [0.3616, 0.5692, -1.6991], [0.7669, -1.5599, -0.6384], [-1.2501, 0.8908, 2.2603], [1.1282, 1.3367, 2.7252], [1.6248, 0.9038, 1.0355], [-0.1663, 1.5179, -1.7137], [1.0315, 0.3635, -2.5263], [0.2171, -2.2242, -0.0976], [1.0574, -1.9284, -1.5383]]}

{"formula": "C5H8N2", "method": "wB97M-V/def2-TZVPD", "total_energy_ha": -304.60637, "relative_energy_ev": 6.235, "homo_lumo_gap_ev": 8.65, "spin_multiplicity": 1, "lumo_ev": 0.25, "symbols": ["C", "C", "C", "C", "N", "N", "C", "H", "H", "H", "H", "H", "H", "H", "H"], "positions_angstrom": [[0.3490, 0.5627, 1.5304], [0.3685, 0.9756, -0.7560], [0.6315, -0.3066, -1.4459], [1.2110, -1.4153, -0.6887], [1.6788, -2.3192, -0.1383], [-0.6801, 0.2251, -1.0859], [-1.5868, -0.3113, -0.1916], [0.0837, -0.0034, 2.4357], [1.4211, 0.4204, 1.3939], [0.1324, 1.6134, 1.7299], [0.6285, 2.0150, -0.8983], [0.7939, -0.3993, -2.5184], [-0.6217, -0.0609, 0.8685], [-1.9278, -1.3162, -0.4378], [-2.3860, 0.3823, 0.0702]]}